A structure of composition C44H30Br2FeINOP2S2, computed with ωB97M-V/def2-TZVPD.

ORCA input file:
```
! RIJCOSX wB97M-V def2-TZVPD def2/J DEFGRID3
* xyz -1 2
Fe 0.4704 -1.3721 -0.5579
S 2.3985 2.0148 0.8456
P 0.4462 1.7278 0.6633
C -0.2302 0.1543 0.5901
P -0.6309 -0.8356 1.8946
S -0.0388 -2.6918 1.3792
C 0.0278 -0.3377 3.5136
C -0.7591 0.0852 4.5789
C -0.1604 0.5024 5.7593
C 1.2217 0.5056 5.8735
C 2.0111 0.0942 4.8055
C 1.4186 -0.3268 3.6280
C -2.4386 -0.9509 2.1938
C -3.3109 -0.0590 1.5878
C -4.6819 -0.1582 1.7929
C -5.1853 -1.1557 2.6128
C -4.3168 -2.0573 3.2193
C -2.9537 -1.9586 3.0056
C -0.4005 2.6816 1.9970
C 0.3022 3.0446 3.1408
C -0.3348 3.7056 4.1803
C -1.6816 4.0208 4.0879
C -2.3891 3.6784 2.9430
C -1.7496 3.0155 1.9066
C -0.1423 2.6006 -0.8464
C 0.6390 3.5808 -1.4475
C 0.1907 4.2373 -2.5848
C -1.0456 3.9234 -3.1328
C -1.8334 2.9474 -2.5380
C -1.3787 2.2901 -1.4047
H -1.8378 0.1039 4.4863
H -0.7761 0.8383 6.5849
H 1.6874 0.8373 6.7940
H 3.0907 0.1113 4.8858
H 2.0252 -0.6323 2.7816
H -2.8978 0.7059 0.9409
H -5.3533 0.5411 1.3097
H -6.2529 -1.2392 2.7749
H -4.7081 -2.8455 3.8508
H -2.2768 -2.6774 3.4537
H 1.3550 2.7985 3.2012
H 0.2253 3.9685 5.0695
H -2.1793 4.5349 4.9015
H -3.4394 3.9294 2.8550
H -2.3087 2.7706 1.0119
H 1.6114 3.7989 -1.0225
H 0.8141 4.9913 -3.0500
H -1.3922 4.4337 -4.0237
H -2.7957 2.6878 -2.9637
H -1.9700 1.5008 -0.9552
I -1.9685 -1.5766 -1.5532
C -1.3565 -2.9458 -3.0060
C -2.1898 -3.3314 -4.0131
C -1.7410 -4.3077 -4.9285
C -0.5066 -4.8664 -4.7724
C 0.3550 -4.4764 -3.7160
C 1.6101 -5.0972 -3.5287
C 2.3944 -4.7190 -2.4783
C 1.9937 -3.6834 -1.6088
C 0.8036 -3.0029 -1.7521
C -0.0482 -3.4574 -2.8095
H -3.1820 -2.9099 -4.1062
H -2.3888 -4.6175 -5.7388
H -0.1637 -5.6341 -5.4569
H 1.9214 -5.8768 -4.2147
H 3.3488 -5.2063 -2.3119
H 2.6607 -3.4132 -0.7998
Br 5.1736 -1.4112 0.9921
C 4.4227 -0.6080 -0.5419
C 5.2399 0.1240 -1.4087
C 4.7161 0.7382 -2.5125
Br 5.8755 1.7118 -3.6636
C 3.3359 0.6473 -2.8097
C 2.6885 1.2230 -3.9233
C 1.3422 1.0476 -4.0837
C 0.6199 0.3094 -3.1342
N 1.1903 -0.2315 -2.0788
C 2.5347 -0.0816 -1.9134
C 3.0582 -0.7160 -0.7446
O 2.2456 -1.3509 0.0357
H 6.2965 0.2010 -1.1933
H 3.2654 1.7966 -4.6359
H 0.8140 1.4802 -4.9216
H -0.4466 0.1778 -3.2419
*
```

The molar mass comes out at 1057.369 Da. The total energy is -10013.3809 a.u. The energy relative to the best compared isomer or geometry (same formula, charge and spin) is 1.0 kcal per mole. The calculation puts the HOMO energy (spin up / spin down) at -4.41 / -4.35 eV. Its orbital gap (spin up / spin down) is 0.2398 / 0.2374 Ha. The expectation value of S² is 0.7656.